(1)
The following is a quantum chemistry calculation of a cluster of 3 separate species, C13H21IN2O6 in total, from OMol25.

Summary:
HOMO-LUMO gap (Eh): 0.362
Multiplicity: 1
SMILES: C[C@H](I)C[C@H](C#N)CC#N.COC(=O)OC.COC(=O)OC
Charge: 0
Energy (eV): -37186.06028

Structure (XYZ):
```
43
Properties=species:S:1:pos:R:3:forces:R:3
C 4.194 -0.730 -1.236 -0.4528 -0.9141 -0.7413
C 3.455 -1.469 -2.438 0.3685 0.6667 0.6148
I 4.838 -1.541 -4.142 -0.4884 -0.0418 0.3153
C 2.143 -0.745 -2.868 0.4388 0.3200 -0.0735
C 0.891 -1.153 -2.039 -1.3251 -0.5886 -0.8081
C 0.753 -2.663 -1.862 1.0147 4.8768 -0.1705
N 0.941 -3.713 -1.508 0.1373 -3.3493 0.6836
C -0.471 -0.644 -2.706 -0.2815 -0.2447 -0.0603
C -1.579 -1.684 -2.624 3.6148 3.7125 -0.2589
N -2.417 -2.382 -2.358 -2.6039 -2.2616 0.4843
H 5.256 -0.611 -1.519 -0.6015 0.1515 0.5301
H 4.116 -1.412 -0.362 0.1190 0.7419 -0.3162
H 3.712 0.248 -1.031 0.4510 -0.6033 0.0088
H 3.316 -2.524 -2.148 -0.1346 0.5255 -0.5053
H 1.979 -0.806 -3.965 -0.1245 -0.3717 0.7425
H 2.310 0.339 -2.664 -0.1934 -0.6650 -0.2374
H 0.953 -0.626 -1.063 0.0279 -0.9536 -0.2909
H -0.333 -0.347 -3.764 0.0490 -0.3200 0.5268
H -0.803 0.267 -2.167 -0.0133 -0.6253 -0.3496
C -4.702 -0.995 -0.020 -0.1845 -0.3647 -0.2534
O -3.976 -0.072 0.796 0.0603 0.1773 0.0910
C -4.258 1.213 0.570 0.0174 -0.1555 0.0166
O -5.050 1.639 -0.229 0.1050 -0.0039 0.0982
O -3.490 1.945 1.386 0.0039 -0.0085 0.0018
C -3.671 3.356 1.265 0.0113 0.3396 0.0350
H -4.385 -1.997 0.258 0.1640 0.1546 0.1165
H -5.774 -0.909 0.152 0.0585 0.1605 -0.0618
H -4.466 -0.836 -1.071 -0.1154 0.0448 0.0412
H -4.694 3.636 1.518 0.0057 -0.0422 -0.1572
H -3.418 3.692 0.260 -0.1618 -0.0487 -0.0030
H -2.995 3.832 1.972 0.0382 -0.2413 0.0379
C 3.351 0.744 4.318 0.3396 0.0265 0.1247
O 1.935 0.593 4.219 -0.0810 0.0118 -0.1312
C 1.465 0.641 2.970 -0.1148 -0.0463 0.1624
O 2.122 0.794 1.971 -0.0492 -0.0296 0.0585
O 0.139 0.487 3.020 0.2177 0.0282 0.0082
C -0.496 0.519 1.743 -0.3475 -0.0551 -0.2849
H 3.612 0.689 5.373 -0.2481 -0.0291 -0.0036
H 3.862 -0.061 3.790 -0.0368 0.1134 -0.1002
H 3.663 1.715 3.932 -0.0122 -0.1023 -0.1193
H -0.132 -0.296 1.115 0.1067 0.0899 0.0122
H -0.334 1.482 1.258 0.1140 -0.0774 -0.0218
H -1.563 0.384 1.897 0.1070 0.0020 0.2381
```
Forces are in eV/Å.

***

(2)
The following is a quantum chemistry calculation of the molecule C10H8N6O6, from OMol25.

Summary:
HOMO-LUMO gap (Eh): 0.276
Multiplicity: 1
Charge: 0
Energy (eV): -31713.35731

Structure (XYZ):
```
30
Properties=species:S:1:pos:R:3:forces:R:3
O 2.030 -0.512 3.849 0.6677 -0.3171 -2.3066
N 2.538 -0.702 2.725 0.9122 -0.0938 0.3074
O 3.504 -1.478 2.514 -1.9763 1.2743 0.3635
C 2.041 0.074 1.567 1.2273 0.0566 -0.3069
C 2.696 0.013 0.319 -0.6130 -1.0725 0.6627
C 2.373 0.846 -0.757 -0.3552 0.0079 -0.5182
N 3.025 0.700 -2.019 1.6343 -0.3514 -0.6671
O 4.054 -0.021 -2.105 -2.1308 1.1541 0.1973
O 2.580 1.343 -3.014 0.4111 -0.6926 1.6450
C 1.388 1.977 -0.666 0.5547 0.3848 -2.8321
C 0.784 1.980 0.619 -0.9820 1.8591 2.4301
N 0.111 3.076 1.108 1.9077 -1.3100 -0.2881
O -0.525 3.966 0.568 0.2824 -0.0187 0.2087
O 0.387 3.106 2.474 -1.6573 0.8264 -0.3569
N 1.026 1.999 2.876 0.4009 -2.5098 -2.3892
C 1.228 1.251 1.724 0.4047 1.4942 3.4614
H 3.430 -0.803 0.170 -0.3856 0.7726 0.0448
H 1.957 3.010 -0.988 -1.7223 -2.2167 0.7780
C -2.643 1.221 -4.014 -1.3221 -0.7003 -0.4407
C -1.523 1.652 -3.152 0.7166 0.6796 0.0783
C -0.933 1.150 -2.032 0.3304 -0.2720 0.2455
N 0.162 1.947 -1.696 1.0155 1.8148 -1.5161
C 0.222 2.941 -2.591 -0.2910 -0.5517 -0.1782
N -0.780 2.780 -3.465 0.0973 0.9650 -0.7206
H -3.050 0.265 -3.625 0.2355 0.5521 -0.2508
H -3.507 1.932 -4.052 0.8203 -0.3711 0.2352
H -2.355 1.033 -5.075 0.1058 0.1694 0.8229
H -1.224 0.274 -1.482 0.1819 -0.0141 0.1532
H 1.001 3.719 -2.664 -0.7319 -0.7045 0.1701
H -0.970 3.420 -4.259 0.2614 -0.8146 0.9672
```
Forces are in eV/Å.

***

(3)
The following is a quantum chemistry calculation of a structure of composition C13H13AlNO4, from OMol25.

Summary:
HOMO-LUMO gap (spin up / spin down) (Eh): 0.157 / 0.160
Multiplicity: 1
Charge: +3
Energy (eV): -29931.89127

Structure (XYZ):
```
32
Properties=species:S:1:pos:R:3:forces:R:3
Al 0.615 0.250 -1.785 0.6365 1.2637 3.3806
O -0.029 2.847 -3.728 1.5792 -3.9757 1.2224
C 0.361 1.764 -3.430 -2.4628 4.1520 -0.0938
C 1.922 -0.184 -3.282 3.7958 -3.0327 -0.2845
O 2.919 -0.815 -3.512 -3.4385 2.3346 0.7490
C -0.697 -1.236 -2.226 -4.7317 -4.9102 -3.5035
O -1.418 -2.024 -2.688 3.8634 4.1204 2.6547
C 1.069 0.673 -4.203 2.0323 0.8776 -9.2790
O 1.039 0.596 -5.426 -0.5552 -0.2112 4.9780
C -0.734 -1.749 2.002 0.2182 -0.3658 0.2551
N -1.377 -1.183 0.773 0.0551 0.2430 -0.4990
C -2.768 -1.722 0.589 -0.2438 -0.1221 0.0197
C -1.373 0.355 0.787 0.0243 -0.4060 0.3217
C 0.020 0.863 1.040 -0.4743 0.6484 1.0372
C 0.340 1.361 2.318 -0.6244 -0.5849 -0.7562
C 1.660 1.684 2.634 0.1508 0.1160 -0.0365
C 2.650 1.567 1.660 0.1430 -0.1763 -0.4485
C 2.317 1.147 0.362 0.5095 0.2894 0.1403
C 0.997 0.798 0.040 -0.2651 -0.5688 -0.5695
H -1.165 -1.256 2.879 0.0514 -0.1241 -0.2085
H 0.346 -1.582 1.964 -0.2599 0.0051 0.0633
H -0.950 -2.822 2.034 0.1244 0.2800 0.0246
H -0.819 -1.476 -0.060 -0.3566 0.0090 1.3127
H -3.450 -1.129 1.208 0.1106 -0.2220 -0.1658
H -3.048 -1.653 -0.468 -0.0809 0.0808 0.3077
H -2.779 -2.769 0.911 -0.0761 0.2724 -0.1605
H -1.798 0.686 -0.171 -0.0506 -0.0407 0.1242
H -2.067 0.632 1.593 0.1760 0.0250 -0.3412
H -0.462 1.455 3.059 0.4225 -0.0214 -0.1851
H 1.907 2.021 3.643 -0.0263 -0.0289 -0.3447
H 3.686 1.811 1.896 -0.2805 -0.0545 -0.0812
H 3.085 1.089 -0.411 0.0336 0.1278 0.3664
```
Forces are in eV/Å.

***

(4)
The following is a quantum chemistry calculation of a structure of composition C21H35AsF6NO7ReS2Sb, from OMol25.

Summary:
HOMO-LUMO gap (spin up / spin down) (Eh): 0.278 / 0.222
ΔE to the lowest compared entry with this formula, charge and spin (kcal/mol): 11.84
Multiplicity: 4
Charge: +2
Energy (eV): -145632.95092

Structure (XYZ):
```
75
Properties=species:S:1:pos:R:3:forces:R:3
Re -0.923 0.115 -0.030 -0.3161 0.1694 -0.2960
C -4.159 2.614 0.436 0.0313 -0.0503 -0.0143
C -2.646 2.693 0.461 0.0008 0.3161 -0.0697
C -2.122 3.977 1.084 -0.0226 -0.0261 0.0181
O -2.096 1.565 1.236 -0.3103 -0.4682 -0.1768
C -2.049 2.563 -0.942 0.1484 -0.1375 0.2559
O -2.453 3.067 -1.933 -0.0420 0.1176 0.0165
O -0.902 1.806 -0.914 0.1778 0.2126 -0.4925
H -4.563 2.795 1.432 -0.0076 -0.0023 -0.0021
H -4.499 1.643 0.072 0.0014 -0.0012 -0.0131
H -4.543 3.377 -0.239 0.0072 0.0101 0.0139
H -2.544 4.102 2.080 0.0098 0.0081 0.0086
H -2.411 4.830 0.471 -0.0230 -0.0038 0.0010
H -1.034 3.958 1.157 0.0053 0.0033 -0.0143
H -2.834 1.040 1.591 -0.0057 0.0692 0.1773
F -4.032 -3.554 2.570 -0.0565 0.0100 0.0000
C -2.761 -3.441 2.277 0.0462 -0.1403 -0.2157
F -2.064 -3.051 3.324 0.0743 0.0609 0.0684
F -2.280 -4.554 1.782 0.0390 -0.0666 -0.0450
S -2.597 -2.078 1.018 0.1028 0.1515 0.1499
O -3.048 -0.860 1.639 -0.3666 -0.0825 0.4535
O -1.131 -1.931 0.683 -0.1033 0.2185 0.1367
N -3.403 -2.568 -0.209 -0.0297 0.0884 -0.1915
S -3.243 -1.684 -1.519 0.0636 -0.1112 0.0947
O -2.491 -2.306 -2.553 0.0085 -0.0397 -0.0644
O -2.779 -0.305 -1.155 0.2426 -0.0216 0.1123
C -4.990 -1.429 -2.109 0.0588 -0.0423 0.0285
F -4.915 -0.754 -3.235 0.0130 0.0640 -0.0532
F -5.649 -0.746 -1.197 -0.0268 0.0555 0.0983
F -5.527 -2.609 -2.296 -0.0248 -0.0598 -0.0027
C 0.270 1.050 3.323 0.0291 -0.0301 -0.0273
As 0.970 0.582 1.589 0.1486 -0.1243 -0.0375
C 2.136 2.041 1.111 -0.0098 0.0081 0.0660
C 2.098 -0.991 1.844 0.0796 -0.0293 -0.0367
C 3.164 -0.725 2.869 -0.0031 -0.0154 0.0012
C 4.398 -0.208 2.483 -0.0359 0.0192 0.0218
C 5.373 0.060 3.431 -0.0063 -0.0098 0.0165
C 5.122 -0.189 4.774 0.0040 0.0009 -0.0104
C 3.898 -0.715 5.165 0.0048 0.0044 -0.0029
C 2.922 -0.981 4.217 0.0169 0.0111 -0.0160
H 1.121 1.138 3.998 -0.0357 0.0150 0.0100
H -0.407 0.276 3.682 0.0003 -0.0104 -0.0210
H -0.261 1.996 3.247 0.0162 0.0041 0.0064
H 2.778 2.236 1.970 -0.0012 0.0034 -0.0229
H 1.543 2.923 0.879 -0.0137 -0.0113 0.0006
H 2.749 1.775 0.254 -0.0243 -0.0042 -0.0112
H 2.528 -1.226 0.868 -0.0141 0.0065 0.0031
H 1.438 -1.812 2.126 -0.0236 0.0287 0.0193
H 4.609 -0.030 1.434 -0.0086 -0.0080 -0.0121
H 6.332 0.451 3.121 0.0081 0.0031 0.0077
H 5.885 0.012 5.513 0.0014 0.0027 0.0023
H 3.707 -0.928 6.208 0.0052 -0.0002 0.0060
H 1.977 -1.412 4.529 -0.0082 -0.0044 -0.0123
C 2.225 1.793 -2.555 -0.0345 0.0631 -0.0068
C 2.327 0.301 -2.260 0.0865 -0.0776 -0.0648
Sb 0.439 -0.680 -2.254 0.2183 -0.1136 0.1844
C 0.889 -2.760 -2.351 -0.0473 -0.0339 -0.0228
C 1.917 -3.105 -3.425 0.0238 0.0060 -0.0080
C -0.563 0.149 -3.935 -0.0449 -0.0095 -0.0060
C 0.169 -0.142 -5.242 0.0043 0.0052 -0.0167
H 3.194 2.273 -2.411 0.0101 -0.0034 -0.0115
H 1.498 2.299 -1.918 0.0201 -0.0047 0.0177
H 1.931 1.971 -3.589 -0.0205 -0.0049 0.0058
H 2.804 0.090 -1.301 -0.0218 0.0073 0.0052
H 2.922 -0.213 -3.017 0.0120 0.0129 0.0063
H -0.057 -3.277 -2.502 -0.0114 0.0331 -0.0034
H 1.251 -3.014 -1.352 -0.0297 -0.0177 -0.0114
H 1.593 -2.801 -4.419 -0.0014 0.0044 -0.0069
H 2.065 -4.184 -3.449 -0.0040 -0.0019 0.0181
H 2.887 -2.651 -3.224 -0.0069 0.0167 -0.0141
H -0.613 1.215 -3.705 0.0059 -0.0136 -0.0226
H -1.579 -0.240 -3.938 0.0169 -0.0237 0.0137
H 1.217 0.161 -5.210 0.0025 -0.0051 0.0025
H -0.302 0.414 -6.052 -0.0152 0.0033 0.0079
H 0.122 -1.199 -5.502 0.0115 -0.0042 0.0007
```
Forces are in eV/Å.

***

(5)
The following is a quantum chemistry calculation of a cluster of 3 separate species, C12H24FNO8S2 in total, from OMol25.

Summary:
HOMO-LUMO gap (Eh): 0.346
Multiplicity: 1
SMILES: COC[C@H](F)OCON=O.O=S1(=O)CCCC1.O=S1(=O)CCCC1
Charge: 0
Energy (eV): -55086.10523

Structure (XYZ):
```
48
Properties=species:S:1:pos:R:3:forces:R:3
C -1.474 4.631 -0.532 0.1527 1.1577 0.1348
O -2.004 3.732 0.438 -0.1244 -0.0615 -1.2032
C -2.528 2.563 -0.161 -0.1608 -1.5647 0.7793
C -1.386 1.490 -0.369 -0.9197 1.7208 0.3043
F -1.915 0.336 -0.952 0.2816 0.4855 0.3335
O -0.886 1.219 0.918 0.6090 -0.8360 -1.5443
C 0.310 0.458 0.804 0.0649 0.5895 0.2350
O 1.062 0.732 2.020 -1.4079 -0.6179 -0.8109
N 2.331 1.120 1.593 1.7150 -1.3551 -0.1721
O 3.036 0.170 1.511 -0.4243 1.3788 0.1013
H -2.215 4.892 -1.334 0.5575 -0.4918 0.5752
H -1.259 5.588 0.006 -0.1081 -0.8356 -0.3625
H -0.511 4.290 -0.985 -0.7173 0.0296 0.2259
H -3.232 2.094 0.576 0.5233 0.4737 -0.5706
H -3.114 2.735 -1.092 0.6419 0.0560 0.3994
H -0.594 1.896 -1.048 -0.3854 -0.6242 0.4505
H 0.903 0.812 -0.076 -0.3733 -0.2184 0.5395
H 0.118 -0.628 0.664 0.0790 0.6410 0.5061
C 5.649 -0.875 -1.201 -0.0175 -0.1231 0.0489
C 6.114 -1.700 -2.405 0.1310 0.0240 0.0274
C 4.918 -1.843 -3.352 0.3415 -0.4141 -0.0345
S 3.893 -0.398 -3.083 0.1569 0.2142 -0.1303
O 2.634 -0.825 -2.516 0.0149 0.1704 -0.1736
O 3.959 0.457 -4.245 -0.3418 -0.1643 0.1831
C 4.888 0.310 -1.782 0.2386 0.0691 0.3823
H 6.487 -0.548 -0.585 -0.0555 -0.0055 -0.0091
H 4.985 -1.477 -0.575 0.0136 0.0741 0.0092
H 6.927 -1.176 -2.914 -0.0501 -0.0128 0.0202
H 6.495 -2.676 -2.102 -0.0223 0.0411 -0.0397
H 5.229 -1.873 -4.395 -0.1983 0.0607 0.0008
H 4.324 -2.725 -3.116 -0.0856 0.1177 -0.0120
H 4.246 0.807 -1.056 -0.0772 0.0076 -0.1314
H 5.568 1.031 -2.238 -0.0877 -0.0151 -0.0489
C -4.418 -2.672 1.482 0.0706 0.0030 -0.1080
C -3.102 -2.342 2.192 0.0141 -0.1230 0.0448
C -3.117 -0.844 2.511 0.4698 -0.2104 -0.0796
S -4.839 -0.387 2.689 0.0013 -0.0943 0.2603
O -5.186 0.525 1.623 -0.0134 0.0447 0.2489
O -5.114 -0.085 4.074 -0.0841 0.2273 -0.3238
C -5.511 -1.995 2.300 -0.0984 -0.3932 -0.2135
H -4.581 -3.748 1.410 -0.0127 0.0495 -0.0078
H -4.403 -2.264 0.468 -0.0360 -0.0179 0.0398
H -3.034 -2.916 3.120 -0.0192 0.0225 -0.0431
H -2.237 -2.605 1.581 -0.0311 0.0313 0.0334
H -2.589 -0.624 3.437 -0.1223 0.1807 -0.0397
H -2.696 -0.257 1.696 -0.1092 0.0531 0.0742
H -6.449 -1.883 1.758 0.0076 0.1542 0.0948
H -5.682 -2.520 3.241 -0.0015 0.1007 0.0055
```
Forces are in eV/Å.

***

(6)
The following is a quantum chemistry calculation of the molecule C4H6O2, from OMol25.

Summary:
HOMO-LUMO gap (Eh): 0.337
ΔE to the lowest compared entry with this formula, charge and spin (kcal/mol): 111.42
Multiplicity: 1
SMILES: O=C[C@H]1CCO1
Charge: 0
Energy (eV): -8335.62968

Structure (XYZ):
```
12
Properties=species:S:1:pos:R:3:forces:R:3
O -0.163 2.184 1.089 0.2425 -0.2616 0.1156
C 0.551 1.204 1.195 -0.3532 -0.1249 0.0492
C 0.114 -0.177 0.985 -1.3943 0.6911 -1.5020
C -0.931 -0.251 -0.559 0.5925 0.3555 -0.4143
C 0.429 -0.803 -0.963 0.2319 -0.1637 -0.6211
O 0.970 -1.081 0.328 -0.1068 -0.0603 0.0020
H 1.609 1.282 1.536 -0.1867 -0.0125 -0.1742
H -0.976 -0.421 0.931 -0.0951 -0.6208 2.0279
H -1.232 0.748 -0.864 0.2421 -0.0538 -0.0631
H -1.787 -0.957 -0.648 0.6605 0.3832 0.6408
H 1.001 -0.016 -1.468 0.1316 -0.1461 0.0204
H 0.416 -1.712 -1.564 0.0350 0.0139 -0.0812
```
Forces are in eV/Å.

***

> Among the records above, which one has the highest multiplicity?

C21H35AsF6NO7ReS2Sb

***

What did the fifth record say?
The following is a quantum chemistry calculation of a cluster of 3 separate species, C12H24FNO8S2 in total, from OMol25.

Summary:
HOMO-LUMO gap (Eh): 0.346
Multiplicity: 1
SMILES: COC[C@H](F)OCON=O.O=S1(=O)CCCC1.O=S1(=O)CCCC1
Charge: 0
Energy (eV): -55086.10523

Structure (XYZ):
```
48
Properties=species:S:1:pos:R:3:forces:R:3
C -1.474 4.631 -0.532 0.1527 1.1577 0.1348
O -2.004 3.732 0.438 -0.1244 -0.0615 -1.2032
C -2.528 2.563 -0.161 -0.1608 -1.5647 0.7793
C -1.386 1.490 -0.369 -0.9197 1.7208 0.3043
F -1.915 0.336 -0.952 0.2816 0.4855 0.3335
O -0.886 1.219 0.918 0.6090 -0.8360 -1.5443
C 0.310 0.458 0.804 0.0649 0.5895 0.2350
O 1.062 0.732 2.020 -1.4079 -0.6179 -0.8109
N 2.331 1.120 1.593 1.7150 -1.3551 -0.1721
O 3.036 0.170 1.511 -0.4243 1.3788 0.1013
H -2.215 4.892 -1.334 0.5575 -0.4918 0.5752
H -1.259 5.588 0.006 -0.1081 -0.8356 -0.3625
H -0.511 4.290 -0.985 -0.7173 0.0296 0.2259
H -3.232 2.094 0.576 0.5233 0.4737 -0.5706
H -3.114 2.735 -1.092 0.6419 0.0560 0.3994
H -0.594 1.896 -1.048 -0.3854 -0.6242 0.4505
H 0.903 0.812 -0.076 -0.3733 -0.2184 0.5395
H 0.118 -0.628 0.664 0.0790 0.6410 0.5061
C 5.649 -0.875 -1.201 -0.0175 -0.1231 0.0489
C 6.114 -1.700 -2.405 0.1310 0.0240 0.0274
C 4.918 -1.843 -3.352 0.3415 -0.4141 -0.0345
S 3.893 -0.398 -3.083 0.1569 0.2142 -0.1303
O 2.634 -0.825 -2.516 0.0149 0.1704 -0.1736
O 3.959 0.457 -4.245 -0.3418 -0.1643 0.1831
C 4.888 0.310 -1.782 0.2386 0.0691 0.3823
H 6.487 -0.548 -0.585 -0.0555 -0.0055 -0.0091
H 4.985 -1.477 -0.575 0.0136 0.0741 0.0092
H 6.927 -1.176 -2.914 -0.0501 -0.0128 0.0202
H 6.495 -2.676 -2.102 -0.0223 0.0411 -0.0397
H 5.229 -1.873 -4.395 -0.1983 0.0607 0.0008
H 4.324 -2.725 -3.116 -0.0856 0.1177 -0.0120
H 4.246 0.807 -1.056 -0.0772 0.0076 -0.1314
H 5.568 1.031 -2.238 -0.0877 -0.0151 -0.0489
C -4.418 -2.672 1.482 0.0706 0.0030 -0.1080
C -3.102 -2.342 2.192 0.0141 -0.1230 0.0448
C -3.117 -0.844 2.511 0.4698 -0.2104 -0.0796
S -4.839 -0.387 2.689 0.0013 -0.0943 0.2603
O -5.186 0.525 1.623 -0.0134 0.0447 0.2489
O -5.114 -0.085 4.074 -0.0841 0.2273 -0.3238
C -5.511 -1.995 2.300 -0.0984 -0.3932 -0.2135
H -4.581 -3.748 1.410 -0.0127 0.0495 -0.0078
H -4.403 -2.264 0.468 -0.0360 -0.0179 0.0398
H -3.034 -2.916 3.120 -0.0192 0.0225 -0.0431
H -2.237 -2.605 1.581 -0.0311 0.0313 0.0334
H -2.589 -0.624 3.437 -0.1223 0.1807 -0.0397
H -2.696 -0.257 1.696 -0.1092 0.0531 0.0742
H -6.449 -1.883 1.758 0.0076 0.1542 0.0948
H -5.682 -2.520 3.241 -0.0015 0.1007 0.0055
```
Forces are in eV/Å.